No. 1
This record from the Open Molecules 2025 dataset describes a structure of composition C21H29N4O6V. The level of theory is ωB97M-V/def2-TZVPD.

Geometry (Å):
O (0.04, 0.67, -1.62)
V (0.65, -0.15, -0.44)
C (4.42, -0.27, -3.31)
C (3.41, -0.63, -2.22)
C (3.83, -1.93, -1.57)
O (2.86, 0.34, -1.37)
H (5.30, 0.27, -2.95)
H (3.89, 0.35, -4.04)
H (4.72, -1.17, -3.84)
H (2.45, -0.87, -2.67)
H (3.75, -2.78, -2.26)
H (3.15, -2.28, -0.80)
H (4.80, -1.97, -1.07)
C (1.18, 2.34, 3.16)
C (0.59, 2.33, 1.69)
C (0.02, 3.70, 1.28)
O (1.46, 1.79, 0.67)
H (0.49, 2.75, 3.90)
H (2.10, 2.92, 3.08)
H (1.58, 1.35, 3.39)
H (-0.25, 1.64, 1.77)
H (-0.39, 3.86, 0.28)
H (0.63, 4.52, 1.66)
H (-0.95, 3.75, 1.78)
N (0.23, -3.17, -1.92)
O (0.27, -2.02, -1.57)
O (-0.18, -3.93, -1.13)
O (0.50, -3.58, -3.05)
N (-1.40, -0.51, 0.19)
C (-2.34, -0.96, -0.66)
C (-3.63, -1.40, -0.43)
C (-4.12, -1.33, 0.91)
C (-3.19, -0.88, 1.84)
C (-1.91, -0.47, 1.46)
H (-2.01, -1.08, -1.68)
H (-4.20, -1.80, -1.25)
H (-5.07, -1.66, 1.28)
H (-3.42, -0.94, 2.89)
H (-1.22, -0.09, 2.20)
N (1.36, -1.51, 1.35)
C (2.62, -1.26, 1.89)
C (3.32, -2.11, 2.71)
C (2.73, -3.25, 3.21)
C (1.45, -3.56, 2.67)
C (0.82, -2.72, 1.74)
H (3.24, -0.62, 1.29)
H (4.33, -1.87, 3.03)
H (3.32, -3.89, 3.86)
H (0.97, -4.51, 2.86)
H (-0.07, -2.97, 1.18)
N (-2.27, 2.52, -1.41)
C (-2.91, 2.05, -2.54)
C (-4.28, 2.34, -2.90)
C (-5.03, 3.04, -2.00)
C (-4.33, 3.57, -0.85)
C (-3.00, 3.24, -0.56)
H (-2.27, 1.46, -3.18)
H (-4.70, 2.05, -3.85)
H (-5.99, 3.44, -2.30)
H (-4.81, 4.19, -0.10)
H (-2.54, 3.65, 0.32)

## Properties
**Energy**: -2431.817832 Ha
**⟨S²⟩**: 2.04
**LUMO (spin up / spin down)**: 4.1159 / 4.1141 eV
**2S+1**: 3
**Total charge**: -2

=====

No. 2
This record from the Open Molecules 2025 dataset describes an isolated molecule of C21H29N5O2. The level of theory is ωB97M-V/def2-TZVPD.

Geometry (Å):
C (6.33, 0.82, -0.66)
C (5.58, -0.46, -0.28)
C (6.56, -1.42, 0.40)
C (5.04, -1.11, -1.55)
C (4.43, -0.17, 0.71)
N (3.41, 0.72, 0.16)
C (3.55, 2.08, 0.66)
C (2.71, 3.00, -0.20)
N (1.34, 2.54, -0.17)
C (0.97, 1.27, 0.07)
O (-0.20, 0.95, 0.04)
C (2.05, 0.25, 0.40)
C (1.70, -1.01, -0.41)
C (0.64, -1.81, 0.34)
O (0.77, -2.11, 1.51)
N (-0.41, -2.21, -0.41)
C (-1.51, -2.96, 0.15)
C (-2.84, -2.27, -0.01)
C (-3.99, -3.02, -0.21)
C (-5.22, -2.38, -0.34)
C (-5.30, -1.01, -0.28)
C (-4.15, -0.25, -0.08)
N (-4.26, 1.14, -0.03)
C (-3.26, 2.06, 0.09)
C (-3.87, 3.29, 0.10)
C (-5.24, 3.02, -0.02)
N (-5.46, 1.73, -0.09)
C (-2.92, -0.89, 0.05)
H (6.70, 1.33, 0.23)
H (5.67, 1.49, -1.21)
H (7.18, 0.58, -1.29)
H (6.99, -0.97, 1.30)
H (7.37, -1.68, -0.27)
H (6.05, -2.34, 0.70)
H (5.83, -1.23, -2.28)
H (4.26, -0.48, -1.98)
H (4.62, -2.09, -1.34)
H (3.98, -1.12, 0.99)
H (4.86, 0.26, 1.63)
H (4.59, 2.38, 0.61)
H (3.21, 2.16, 1.71)
H (2.75, 4.03, 0.17)
H (3.09, 2.99, -1.23)
H (0.61, 3.18, -0.43)
H (1.91, 0.00, 1.47)
H (2.58, -1.65, -0.49)
H (1.37, -0.74, -1.41)
H (-0.53, -1.83, -1.33)
H (-1.55, -3.95, -0.32)
H (-1.28, -3.09, 1.21)
H (-3.93, -4.09, -0.27)
H (-6.11, -2.97, -0.49)
H (-6.24, -0.49, -0.38)
H (-2.23, 1.79, 0.14)
H (-3.40, 4.25, 0.17)
H (-6.06, 3.71, -0.05)
H (-2.02, -0.32, 0.22)

## Properties
**Energy**: -1241.921584 Ha
**Energy above the lowest of the compared OMol25 structures with the same formula, charge and spin**: 110.2 kJ/mol
**LUMO**: 0.5360 eV
**2S+1**: 1
**SMILES string**: CC(C)(C)CN1CCNC(=O)[C@H]1CC(=O)NCc1cccc(-n2cccn2)c1

=====

No. 3
This record from the Open Molecules 2025 dataset describes a structure of composition C21H29N5O3SiZr. The level of theory is ωB97M-V/def2-TZVPD.

Geometry (Å):
Zr (-0.06, 0.63, -0.18)
N (1.21, 1.88, 1.48)
N (0.79, 3.23, 1.43)
C (0.08, 3.65, 0.31)
O (-0.11, 4.79, 0.04)
O (-0.40, 2.58, -0.37)
H (1.09, 1.53, 2.44)
H (2.20, 1.78, 1.25)
H (1.39, 3.92, 1.87)
C (3.12, -1.13, -3.11)
Si (2.42, 0.24, -2.09)
C (3.63, 1.55, -1.59)
C (0.92, 1.01, -2.95)
N (1.60, -0.38, -0.62)
C (2.16, -1.05, 0.49)
C (3.50, -1.40, 0.61)
C (3.98, -1.96, 1.79)
C (3.14, -2.15, 2.87)
C (1.79, -1.81, 2.79)
C (1.34, -1.30, 1.59)
O (-0.03, -0.91, 1.35)
C (-1.01, -0.80, 2.37)
C (-1.36, -1.89, 3.14)
C (-2.35, -1.72, 4.10)
C (-2.98, -0.49, 4.26)
C (-2.65, 0.58, 3.44)
C (-1.66, 0.42, 2.48)
H (3.42, -0.75, -4.08)
H (2.39, -1.93, -3.27)
H (4.01, -1.58, -2.65)
H (4.19, 1.92, -2.45)
H (4.36, 1.19, -0.86)
H (3.12, 2.42, -1.16)
H (1.31, 1.46, -3.87)
H (0.42, 1.86, -2.46)
H (0.18, 0.27, -3.27)
H (4.17, -1.24, -0.22)
H (5.02, -2.24, 1.86)
H (3.51, -2.57, 3.79)
H (1.13, -1.96, 3.63)
H (-0.88, -2.85, 3.00)
H (-2.63, -2.55, 4.73)
H (-3.74, -0.37, 5.02)
H (-3.15, 1.53, 3.54)
H (-1.41, 1.29, 1.86)
C (-4.80, 1.30, -3.11)
C (-3.74, 0.49, -2.45)
C (-3.50, -0.89, -2.47)
C (-2.37, -1.10, -1.72)
N (-1.91, 0.09, -1.24)
N (-2.78, 1.03, -1.70)
C (-1.67, -2.37, -1.39)
H (-5.77, 0.82, -2.99)
H (-4.60, 1.38, -4.18)
H (-4.85, 2.31, -2.69)
H (-4.09, -1.63, -2.98)
H (-2.62, 2.01, -1.52)
H (-2.09, -3.19, -1.96)
H (-1.77, -2.61, -0.33)
H (-0.60, -2.31, -1.63)

## Properties
**Energy**: -1653.318053 Ha
**Energy above the lowest of the compared OMol25 structures with the same formula, charge and spin**: 0.0 kJ/mol
**LUMO**: -6.7077 eV
**2S+1**: 1
**Total charge**: +2

=====

No. 4
This record from the Open Molecules 2025 dataset describes an isolated molecule of C21H29NO5. The level of theory is ωB97M-V/def2-TZVPD.

Geometry (Å):
C (-1.95, -5.03, -1.42)
O (-1.23, -4.24, -0.50)
C (-1.71, -3.00, -0.18)
C (-2.82, -2.42, -0.79)
C (-3.24, -1.15, -0.47)
C (-2.58, -0.42, 0.50)
C (-2.96, 1.01, 0.81)
O (-4.35, 1.23, 0.63)
C (-4.59, 2.42, 0.04)
O (-5.69, 2.81, -0.20)
C (-3.28, 3.11, -0.27)
C (-2.24, 2.01, -0.14)
C (-0.92, 2.48, 0.48)
O (-0.84, 3.50, 1.13)
N (0.10, 1.64, 0.25)
C (1.44, 1.86, 0.77)
C (1.84, 0.69, 1.68)
C (3.35, 0.50, 1.68)
C (3.83, 0.07, 0.29)
C (2.99, 0.69, -0.84)
C (3.84, 0.78, -2.11)
C (2.46, 2.06, -0.38)
C (1.83, 2.88, -1.51)
C (-1.49, -0.99, 1.14)
C (-1.03, -2.26, 0.82)
O (0.09, -2.63, 1.50)
C (0.47, -3.99, 1.59)
H (-1.42, -5.97, -1.47)
H (-1.97, -4.57, -2.41)
H (-2.98, -5.21, -1.08)
H (-3.36, -2.97, -1.54)
H (-4.10, -0.73, -0.97)
H (-2.71, 1.24, 1.85)
H (-3.31, 3.59, -1.25)
H (-3.10, 3.88, 0.48)
H (-2.05, 1.52, -1.10)
H (-0.06, 0.79, -0.26)
H (1.38, 2.79, 1.34)
H (1.48, 0.87, 2.69)
H (1.38, -0.23, 1.33)
H (3.83, 1.43, 1.97)
H (3.63, -0.26, 2.41)
H (3.77, -1.02, 0.20)
H (4.87, 0.35, 0.16)
H (2.13, 0.05, -1.06)
H (4.29, -0.18, -2.32)
H (3.24, 1.07, -2.97)
H (4.63, 1.51, -1.99)
H (3.30, 2.63, 0.01)
H (1.30, 3.74, -1.09)
H (1.12, 2.29, -2.08)
H (2.59, 3.25, -2.19)
H (-0.97, -0.46, 1.92)
H (1.27, -4.01, 2.33)
H (-0.36, -4.62, 1.92)
H (0.85, -4.37, 0.64)

## Properties
**Energy**: -1248.593515 Ha
**Energy above the lowest of the compared OMol25 structures with the same formula, charge and spin**: 108.9 kJ/mol
**LUMO**: 0.4750 eV
**2S+1**: 1
**SMILES string**: COc1ccc([C@@H]2OC(=O)C[C@H]2C(=O)N[C@H]2CCC[C@H](C)[C@H]2C)cc1OC